Entry 1:
Density functional theory data (ωB97M-V/def2-TZVPD) for a 2-piece molecular cluster, C3HNO2 overall in a non-equilibrium geometry.

The total charge is 0. Its frontier orbital gap (spin up / spin down) is 7.46 / 7.40 eV. Its largest force on an atom is 3.47 eV/A. For the HOMO energy (spin up / spin down), the calculation gives -8.71 / -8.65 eV.

Each line ends with the Löwdin charge.
Element x y z (Å)
1 O -0.88380 2.19674 -0.72917  0.17
2 O -0.66096 -1.21319 -1.81727  0.10
3 C -0.87810 -0.16680 -1.24563  -0.19
4 C -0.96578 1.11781 -1.14486  -0.21
5 H 1.28292 -1.38530 2.49972  0.10
6 C 1.09631 -0.64473 1.65037  -0.06
7 N 1.00941 0.09547 0.78684  0.08

=====

Entry 2:
Density functional theory data (ωB97M-V/def2-TZVPD) for C3HO2Tb as an isolated structure in a non-equilibrium geometry.

The total charge is +1. Its frontier orbital gap (spin up / spin down) is 9.46 / 8.10 eV. Its largest force on an atom is 2.25 eV/A. Its spin multiplicity is 8. For the HOMO energy (spin up / spin down), the calculation gives -13.96 / -14.00 eV.

Each line ends with the Mulliken spin population.
Element x y z (Å)
1 Tb -1.19026 1.22974 1.26863  6.98
2 C 0.47122 -0.42375 -0.27991  -0.16
3 O -0.56653 0.07558 -0.79085  0.10
4 C 1.38797 -1.24482 -1.12653  -0.03
5 C 1.22925 -1.75991 -2.30382  0.00
6 H 2.17692 -1.91348 -0.67051  0.00
7 O 0.75691 -0.23580 0.92882  0.12

=====

Entry 3:
Density functional theory data (ωB97M-V/def2-TZVPD) for an isolated ion of composition C3HO3 and charge -1 in a non-equilibrium geometry.

The total charge is -1. Its frontier orbital gap is 7.45 eV. Its largest force on an atom is 2.06 eV/A. For the HOMO energy, the calculation gives -3.24 eV.

Each line ends with the Löwdin charge.
Element x y z (Å)
1 H -0.14599 -1.30552 -1.37131  0.10
2 O 0.34778 1.23317 1.08059  0.04
3 C -0.73906 0.45234 1.15134  -0.54
4 O -1.77420 0.43175 1.81585  0.01
5 C 0.10975 0.04858 0.12136  -0.07
6 O 1.62297 -0.37215 -1.72992  -0.13
7 C 0.57874 -0.48816 -1.06791  -0.41

=====

Entry 4:
Density functional theory data (ωB97M-V/def2-TZVPD) for an isolated ion of composition C3HO3 and charge -1 in a non-equilibrium geometry.

The total charge is -1. Its frontier orbital gap is 8.07 eV. Its largest force on an atom is 2.03 eV/A. For the HOMO energy, the calculation gives -3.88 eV.

Each line ends with the Löwdin charge.
Element x y z (Å)
1 O -0.60165 -1.21564 -1.18301  -0.02
2 C -0.10923 1.28725 0.01457  -0.31
3 H 1.77203 0.17242 0.19786  0.07
4 O -1.12335 1.89833 -0.08764  0.07
5 C -0.24494 -0.97250 -0.04450  -0.76
6 C 0.73294 0.34904 0.07446  -0.02
7 O -0.42581 -1.51889 1.02826  -0.03

=====

Entry 5:
Density functional theory data (ωB97M-V/def2-TZVPD) for a 2-piece molecular cluster, C3HO6 overall in a non-equilibrium geometry.

The total charge is -1. Its frontier orbital gap is 8.89 eV. Its largest force on an atom is 2.93 eV/A. For the HOMO energy, the calculation gives -5.11 eV.

Each line ends with the Löwdin charge.
Element x y z (Å)
1 O 1.29341 -0.28581 1.97735  -0.01
2 H 0.26616 -0.73949 2.38076  0.13
3 C 0.91302 -0.09703 0.74008  -0.52
4 O -0.33246 0.10320 -3.09457  0.17
5 O -1.08856 -0.62142 -0.44508  0.06
6 O -0.95551 -0.81604 1.84402  -0.01
7 O -0.56538 1.85158 -1.64837  0.17
8 C -0.58949 -0.57717 0.64818  -0.56
9 C -0.50019 0.84592 -2.21937  -0.49
10 O 1.55900 0.33626 -0.18300  0.07

=====

Entry 6:
Density functional theory data (ωB97M-V/def2-TZVPD) for C3HOS3 as an isolated structure in a non-equilibrium geometry.

The total charge is -1. Its frontier orbital gap (spin up / spin down) is 6.11 / 6.11 eV. Its largest force on an atom is 4.48 eV/A. For the HOMO energy (spin up / spin down), the calculation gives -3.01 / -3.02 eV.

Each line ends with the Löwdin charge.
Element x y z (Å)
1 C 0.22467 0.00798 0.98618  -1.08
2 H -0.84853 -0.98654 -1.65653  0.02
3 S 0.24807 0.49678 -3.37668  0.37
4 C 0.33850 0.44379 2.17752  -0.44
5 O 0.62679 0.42408 3.33898  0.04
6 S 0.53272 0.89262 -0.62690  0.78
7 S -0.90676 -1.25327 0.99340  0.41
8 C -0.21546 -0.02544 -1.83596  -1.09